Entry 1:
Computed, not measured: the molecule C2H2F3NO, with ωB97M-V/def2-TZVPD.

Its total energy is -13793.9419 eV. The value obtained for the frontier orbital gap is 11.282 eV. As for the energy above the lowest of the compared OMol25 structures with the same formula, charge and spin: 3.158 eV. The value obtained for the molar mass is 113.038 g/mol. As for the LUMO energy: 0.01 eV.

```
! wB97M-V def2-TZVPD RIJCOSX def2/J DEFGRID3
* xyz 0 1
C -0.459 -0.472 -0.585
F -1.011 1.660 0.236
F 1.505 1.973 1.361
H -0.842 -0.467 -1.618
N 1.081 0.760 0.809
F 0.560 1.565 -1.246
O -0.494 -1.409 0.145
H 0.771 0.188 1.595
C 0.083 0.918 -0.163
*
```

These are the natural (NBO) partial charges, in e, on atoms 1 to 8:
1 C 0.40
2 F -0.34
3 F -0.22
4 H 0.14
5 N -0.24
6 F -0.31
7 O -0.46
8 H 0.38



Entry 2:
Computed, not measured: a structure of composition C3H8ClNS at a distorted geometry, with ωB97M-V/def2-TZVPD.

Its total energy is -28086.5232 eV. The value obtained for the frontier orbital gap is 9.618 eV. As for the energy above the lowest of the compared OMol25 structures with the same formula, charge and spin: 2.014 eV. The value obtained for the molar mass is 125.624 g/mol. As for the LUMO energy: 0.76 eV.

```
! wB97M-V def2-TZVPD RIJCOSX def2/J DEFGRID3
* xyz 0 1
H 1.754 0.782 -0.044
H -0.789 -2.451 -1.201
H -0.369 1.845 0.784
Cl -1.096 -1.265 1.235
C 1.703 -0.158 0.513
S 0.488 -2.171 -1.038
H 1.748 0.129 1.553
H -0.885 0.193 -1.518
H -1.501 2.133 -0.561
H -1.843 0.921 0.740
C 0.002 -0.757 -0.132
H 2.345 -0.955 0.189
N -0.435 0.394 -0.669
C -1.122 1.361 0.149
*
```

These are the natural (NBO) partial charges, in e, on atoms 1 to 8:
1 H 0.21
2 H 0.12
3 H 0.19
4 Cl -0.13
5 C -0.60
6 S 0.08
7 H 0.21
8 H 0.37



Entry 3:
Computed, not measured: a cluster of 11 separate species, C17H56N6O11 in total at a distorted geometry, with ωB97M-V/def2-TZVPD.

Its total energy is -49994.5799 eV. The value obtained for the frontier orbital gap is 8.596 eV. As for the energy above the lowest of the compared OMol25 structures with the same formula, charge and spin: 6.900 eV. The value obtained for the molar mass is 520.666 g/mol. As for the LUMO energy: -0.36 eV.

```
! wB97M-V def2-TZVPD RIJCOSX def2/J DEFGRID3
* xyz 0 1
H -1.937 -3.833 1.821
O 2.664 3.634 1.717
C 0.667 3.046 -2.460
H 0.262 -3.866 3.576
H 2.402 3.261 -3.573
H -2.880 -1.227 -1.634
H -0.645 -0.834 -2.024
H 1.882 1.564 2.708
O 0.278 2.866 3.813
H -0.052 -2.813 -0.194
H 0.253 1.151 -1.978
O -0.383 3.591 -1.743
H 1.140 -2.795 -1.821
H 1.621 4.947 0.624
H -1.702 -4.736 0.400
O 2.238 -0.447 -3.361
H -0.218 1.048 3.112
H 0.404 -1.611 -3.546
H 1.541 -3.000 2.695
N -0.544 -1.944 -3.365
H 0.807 -4.300 0.569
H -2.316 6.388 -0.751
H 4.432 -2.473 -1.993
C -0.819 -2.961 -2.597
C -3.066 -0.952 -5.102
N 0.275 -3.346 -1.982
C -1.252 -4.503 1.365
H -3.525 -0.175 -0.371
H 0.233 -4.318 -1.710
H -3.420 -0.316 -5.889
H -1.493 2.158 3.023
C 0.866 -3.820 2.642
H 1.776 0.109 0.879
H -1.004 0.385 1.128
C 2.563 0.705 2.764
H 0.016 3.718 3.400
N 2.254 -1.512 -1.273
C -1.495 0.312 -1.001
C 0.152 -3.871 1.307
H -2.168 1.604 0.641
H -3.860 -1.495 -4.588
H -2.853 -0.064 3.297
C 2.798 0.324 4.243
H -3.419 5.163 -1.393
H -2.042 0.667 -4.528
H 2.791 2.679 1.700
H 3.074 -0.690 4.307
H 1.883 3.333 -0.130
H -1.448 4.290 -0.607
N 1.565 3.719 -3.079
O -0.443 -0.241 -1.300
H 1.800 0.394 4.687
H -2.401 -1.699 -5.578
C 1.667 3.902 0.786
H -2.921 -1.197 1.912
H -1.814 1.053 -1.726
O -2.489 -0.098 -4.097
C -2.940 5.547 -0.525
H 1.416 -1.003 -0.959
H 2.518 -1.253 1.734
H -1.057 -1.853 2.242
H 0.856 -0.507 2.151
H 2.818 -1.806 -0.533
H 1.572 1.226 -3.167
O -1.327 -1.394 3.036
H 0.663 3.639 1.131
N 3.964 -1.891 -2.663
C 2.792 -1.282 -2.436
O -0.065 -2.742 0.819
H -1.416 -1.600 -3.710
H 1.546 4.717 -2.940
O -1.986 -3.685 -2.630
C 1.916 -0.374 1.833
C -1.213 1.084 0.341
O -2.064 4.583 0.034
H -2.247 -1.524 -0.018
H -0.960 1.533 4.657
C -0.657 1.864 3.652
H 4.326 0.247 2.412
H 4.143 -2.021 -3.658
H -1.258 -5.396 1.915
H 1.577 -4.669 2.724
H -3.208 -1.866 3.635
C -2.673 -1.076 2.988
N 0.838 1.746 -2.588
O 3.700 0.972 2.313
H -3.647 5.827 0.220
H -0.435 1.803 0.158
C -2.609 -0.709 -0.749
H 3.424 0.983 4.863
*
```

These are the Mulliken partial charges, in e, on atoms 1 to 8:
1 H 0.15
2 O -0.59
3 C 0.31
4 H 0.26
5 H 0.19
6 H 0.45
7 H -1.17
8 H -0.53



Entry 4:
Computed, not measured: the molecule C4H10O2 at a distorted geometry, with ωB97M-V/def2-TZVPD.

Its total energy is -8404.0325 eV. The value obtained for the frontier orbital gap is 10.340 eV. As for the energy above the lowest of the compared OMol25 structures with the same formula, charge and spin: 1.515 eV. The value obtained for the molar mass is 90.122 g/mol. As for the LUMO energy: 0.85 eV.

```
! wB97M-V def2-TZVPD RIJCOSX def2/J DEFGRID3
* xyz 0 1
C -1.520 -0.284 -0.407
H 0.271 0.157 1.760
H 1.329 -1.161 1.302
C 0.593 -0.443 0.904
H -1.158 -1.749 1.170
O 0.767 1.873 -0.180
H 2.315 0.747 0.310
O -0.824 0.504 -1.337
H -2.268 -0.834 -0.979
H -2.045 0.344 0.330
H -0.267 -2.060 -0.310
H 1.085 2.421 -0.927
H 1.430 -0.050 -1.044
C -0.603 -1.245 0.352
H -0.447 1.274 -0.852
C 1.343 0.506 -0.092
*
```

These are the natural (NBO) partial charges, in e, on atoms 1 to 8:
1 C -0.07
2 H 0.21
3 H 0.22
4 C -0.43
5 H 0.21
6 O -0.76
7 H 0.18
8 O -0.76



Entry 5:
Computed, not measured: the molecule C26H21N3O3S at a distorted geometry, with ωB97M-V/def2-TZVPD.

Its total energy is -48752.0832 eV. The value obtained for the frontier orbital gap is 8.170 eV. As for the energy above the lowest of the compared OMol25 structures with the same formula, charge and spin: 0.365 eV. The value obtained for the molar mass is 455.539 g/mol. As for the LUMO energy: -0.41 eV.

```
! wB97M-V def2-TZVPD RIJCOSX def2/J DEFGRID3
* xyz 0 1
C -2.118 -0.744 0.934
C -5.849 -2.501 -0.386
C 2.398 1.107 0.368
H 0.925 -1.565 -3.248
H -6.232 -1.931 -1.238
H -7.775 -3.002 0.412
C 5.001 -0.906 -2.192
H 5.943 -1.102 -2.698
H 2.924 1.517 1.216
C -0.564 1.704 -1.808
H 7.094 -1.945 -0.867
H 4.669 0.100 -2.439
H -1.010 -2.455 1.536
C 4.332 -0.822 1.549
C -1.162 1.085 -2.872
S -3.049 1.632 0.439
H -7.110 -1.485 1.030
C -0.646 -0.116 -3.381
H -2.036 1.526 -3.330
H -0.945 2.648 -1.446
C 0.101 -0.229 1.909
C -1.088 0.176 1.281
H -2.774 -2.632 1.668
H -5.598 -3.517 -0.697
C 0.570 1.133 -1.197
H 7.393 -2.238 1.551
H -6.471 -3.032 1.609
C 4.155 -0.654 0.177
O -4.606 -1.931 0.032
C -4.530 -0.595 0.017
C 0.487 -0.663 -2.849
N -0.642 2.613 1.191
O 1.217 3.845 0.931
N 1.029 -0.594 2.476
C 1.220 1.665 -0.051
C -6.868 -2.506 0.744
C -1.433 1.496 1.047
C -3.235 -0.096 0.472
C 5.154 -1.070 -0.712
N 2.270 -0.597 -1.297
H -1.086 3.454 1.542
O -5.420 0.139 -0.343
C 1.135 -0.045 -1.759
H -2.010 -2.687 0.090
H -1.142 -0.592 -4.214
H 4.249 -1.598 -2.564
C 6.484 -1.795 1.173
C 6.312 -1.630 -0.190
H 5.608 -1.529 3.110
C 2.904 -0.040 -0.296
C 5.487 -1.396 2.046
H 3.540 -0.533 2.223
C -1.964 -2.217 1.071
C 0.645 2.807 0.711
*
```

These are the natural (NBO) partial charges, in e, on atoms 1 to 8:
1 C 0.10
2 C -0.07
3 C -0.18
4 H 0.23
5 H 0.20
6 H 0.22
7 C -0.65
8 H 0.21



Entry 6:
Computed, not measured: the molecule C22H32N2O4, with ωB97M-V/def2-TZVPD.

Its total energy is -34504.6951 eV. The value obtained for the frontier orbital gap is 9.005 eV. As for the energy above the lowest of the compared OMol25 structures with the same formula, charge and spin: 1.613 eV. The value obtained for the molar mass is 388.508 g/mol. As for the LUMO energy: 0.67 eV.

```
! wB97M-V def2-TZVPD RIJCOSX def2/J DEFGRID3
* xyz 0 1
H 2.505 -0.809 -0.495
H 3.262 4.700 -0.860
H 0.641 -3.475 1.475
H -2.267 2.735 -0.463
H -2.945 -2.601 3.668
H 3.149 6.633 -2.169
H 0.210 2.262 0.818
O 1.856 5.305 -3.100
H -0.644 -6.094 4.615
C 1.814 3.458 0.086
H 3.930 5.266 -3.016
H -0.972 4.031 -5.160
C -1.935 -3.013 3.731
C 0.881 -1.384 -1.811
C 0.745 -0.748 0.671
H -2.477 -4.507 5.187
H 1.143 -2.439 -1.695
H -1.047 -1.847 -2.651
C -1.249 -2.919 2.368
C -0.241 3.102 -1.106
H -2.597 -5.050 3.512
C 1.488 4.510 -2.054
C 0.562 2.886 0.010
C -1.182 -1.797 -0.514
O -0.945 0.616 -3.293
N -1.409 0.962 -1.110
H -0.654 -0.868 2.664
H -0.454 -5.568 2.207
H 1.296 -1.033 -2.756
O -0.632 4.188 -3.188
H -2.255 -1.589 -0.423
C -0.644 -1.247 -1.829
C -0.592 -5.053 4.290
C 0.155 -3.518 2.453
H 1.110 -5.369 3.002
C -1.995 -4.461 4.209
N -0.520 -1.247 0.654
H -0.225 2.583 -4.432
H -1.992 2.609 -2.220
H 2.437 3.278 0.948
C 0.210 3.919 -2.138
C -1.571 2.399 -1.235
C -1.008 0.206 -2.152
H -1.058 -2.889 -0.524
C 3.092 5.971 -3.039
C 0.099 -4.964 2.933
H -0.008 -4.499 5.029
H 3.148 6.567 -3.949
H 0.758 4.050 -4.736
H 0.755 -2.922 3.143
C -0.227 3.677 -4.450
C -1.200 -1.452 1.920
O 1.269 -0.378 1.705
H -1.838 -3.496 1.645
C 1.452 -0.571 -0.659
H -1.270 0.609 -0.176
C 2.280 4.262 -0.942
H 1.406 0.498 -0.892
H -2.221 -1.060 1.837
H -1.375 -2.417 4.455
*
```

These are the natural (NBO) partial charges, in e, on atoms 1 to 8:
1 H 0.24
2 H 0.22
3 H 0.20
4 H 0.21
5 H 0.21
6 H 0.18
7 H 0.21
8 O -0.50



Entry 7:
Computed, not measured: a structure of composition C39H33N2O5PtS at a distorted geometry, with ωB97M-V/def2-TZVPD.

Its total energy is -68278.8370 eV. The value obtained for the frontier orbital gap (spin up / spin down) is 7.070 / 5.815 eV. As for the energy above the lowest of the compared OMol25 structures with the same formula, charge and spin: 1.117 eV. The value obtained for the molar mass is 836.847 g/mol. As for the LUMO energy (spin up / spin down): 1.93 / 0.68 eV.

```
! wB97M-V def2-TZVPD RIJCOSX def2/J DEFGRID3
* xyz -1 3
C 2.719 3.352 2.334
O 1.764 -0.659 -0.531
H -3.363 -6.310 0.463
H -5.959 1.123 -2.952
C -3.319 -5.234 0.384
H 2.798 4.356 2.725
H -3.417 -0.247 2.129
O 3.764 5.785 -3.251
C 0.796 1.908 -2.403
C -4.470 -4.478 0.508
H -7.783 1.375 -1.299
C -2.116 -4.601 0.125
H 4.634 2.750 3.080
H 0.764 3.640 1.508
C -5.472 -0.151 0.645
C 0.727 -1.736 2.172
C 2.540 -0.603 0.598
O -2.197 -0.597 -0.940
H -1.212 -5.179 0.001
H -1.126 -2.738 -0.236
H 2.821 -1.563 2.520
H -5.335 -2.533 0.484
C 1.588 2.954 1.643
C 1.512 1.674 1.123
N -1.176 2.168 -1.055
H 2.322 -2.645 1.213
C 2.564 0.781 1.264
N -0.248 -0.969 1.676
H -1.815 2.844 -0.658
C -4.434 -0.288 -0.272
C -0.110 2.749 -1.757
H 6.362 -3.219 -0.388
C 5.675 -0.093 -1.449
H -5.421 -4.963 0.679
H -2.881 -2.286 3.279
H 6.056 0.692 -2.084
C -1.848 -2.143 3.005
H -0.577 4.779 -1.247
C -2.577 -0.334 1.445
C 2.145 -1.665 1.666
H -5.367 -0.500 1.662
H 0.607 0.827 -2.351
C 3.944 -0.892 0.034
H 7.320 -1.429 -1.787
C 1.907 2.427 -3.038
H -7.466 0.530 0.996
C 4.472 0.092 -0.799
H 1.411 5.699 -2.452
C 0.111 4.122 -1.765
C 6.372 -1.279 -1.290
C 2.105 3.793 -3.038
Pt -0.202 -0.442 -0.559
H -2.181 0.660 1.217
C -3.075 -0.920 0.055
H 3.923 1.009 -0.945
H 0.619 1.365 0.582
O 3.043 4.616 -5.278
C -5.829 0.767 -1.940
C -4.418 -3.097 0.404
H 2.634 1.795 -3.520
C 3.679 1.179 1.996
C -2.068 -3.225 0.012
S 3.534 4.504 -3.906
H 4.248 -2.905 0.753
C 0.460 -2.701 3.139
H 1.277 -3.279 3.545
H -3.838 0.052 -2.280
C 3.755 2.454 2.523
O 4.600 3.528 -3.725
C -6.850 0.907 -1.017
C 5.840 -2.278 -0.499
C -0.841 -2.910 3.567
H -1.676 1.456 -1.582
C 4.632 -2.091 0.155
H -1.065 -3.658 4.313
C -6.669 0.437 0.271
C -3.212 -2.450 0.171
H 4.510 0.501 2.139
C -1.518 -1.168 2.076
C 1.217 4.639 -2.420
C -4.640 0.169 -1.568
*
```

These are the Mulliken partial charges, in e, on atoms 1 to 8:
1 C -0.67
2 O -1.02
3 H 0.39
4 H 0.41
5 C -0.64
6 H 0.40
7 H 0.91
8 O -0.73



Entry 8:
Computed, not measured: a structure of composition C7H6BKO11 at a distorted geometry, with ωB97M-V/def2-TZVPD.

Its total energy is -46884.0834 eV. The value obtained for the frontier orbital gap is 6.137 eV. The value obtained for the molar mass is 316.024 g/mol. As for the LUMO energy: -2.54 eV.

```
! wB97M-V def2-TZVPD RIJCOSX def2/J DEFGRID3
* xyz 0 1
O 2.272 1.119 2.657
C 3.556 2.765 -2.264
O 3.472 3.005 -0.987
H -6.439 -1.592 1.055
O 5.061 2.019 3.087
B 3.897 1.839 -0.225
O -3.280 -1.329 -0.970
C 3.011 1.469 1.739
O -3.749 -2.360 1.057
C 4.140 1.334 -2.443
O -5.268 -2.085 -0.547
O 4.951 2.141 0.780
C -4.060 -1.997 -0.070
K -0.538 -2.431 4.271
C 4.460 1.955 1.971
O 4.450 0.856 -3.556
C -6.343 -2.417 0.348
H -7.314 -2.448 -0.145
H -1.221 -2.002 -0.742
O 4.235 0.808 -1.280
O 3.319 3.533 -3.188
H -6.199 -3.389 0.820
O 2.691 1.462 0.512
H -1.548 -0.522 -1.518
H -1.704 -0.615 0.296
C -1.854 -1.118 -0.659
*
```

These are the natural (NBO) partial charges, in e, on atoms 1 to 8:
1 O -0.63
2 C 0.67
3 O -0.65
4 H 0.19
5 O -0.57
6 B 1.16
7 O -0.50
8 C 0.68